(1)
{"formula": "ClH18O9", "method": "the ωB97M-V functional and the def2-TZVPD basis", "gap_ev": 10.58, "relative_energy_kj_mol": 29.85, "charge": -1, "e_homo_ev": -7.49, "e_tot_ha": -1148.28564, "lumo_energy_ev": 3.09, "spin_multiplicity": 1, "elements": ["Cl", "O", "H", "H", "O", "H", "H", "O", "H", "H", "O", "H", "H", "O", "H", "H", "O", "H", "H", "O", "H", "H", "O", "H", "H", "O", "H", "H"], "xyz": [[-0.13611, 0.35390, 0.07278], [-0.30438, -0.97532, -3.25387], [-0.44000, -0.96840, -2.29203], [-0.55006, -0.08653, -3.53320], [2.57529, -1.73509, 0.40044], [3.38903, -1.31617, 0.10639], [1.93016, -1.00830, 0.46243], [2.39381, 0.51396, -2.20464], [3.06538, -0.05562, -1.82244], [1.63862, 0.44416, -1.59236], [-3.05256, 1.84821, 0.34267], [-2.73891, 2.65153, 0.76917], [-2.23646, 1.37039, 0.10761], [0.78050, -0.49168, 3.53573], [0.53043, 0.25747, 2.97185], [0.29775, -1.23442, 3.13803], [-0.20321, -2.61369, 1.90540], [-0.11131, -3.33799, 1.27853], [-0.28959, -1.82469, 1.34383], [-0.79848, 2.55561, -2.14809], [-0.39167, 1.91951, -1.52459], [-1.73990, 2.34935, -2.11524], [1.28054, 2.01368, 2.34278], [1.16675, 2.96015, 2.21223], [0.94686, 1.60054, 1.51267], [-2.39486, -1.71580, -1.06158], [-2.78734, -2.33097, -0.43328], [-1.82029, -1.14378, -0.52122]], "forces_ev_per_angstrom": [[0.1, -0.3, 0.0], [-0.1, 0.0, 0.2], [0.0, 0.0, -0.4], [0.1, 0.0, 0.1], [-0.1, 0.2, -0.1], [0.0, 0.0, 0.1], [0.1, -0.2, 0.1], [-0.1, 0.2, 0.2], [-0.1, -0.1, 0.0], [0.2, -0.1, -0.3], [0.1, 0.0, -0.2], [0.1, -0.1, 0.0], [-0.2, 0.1, 0.2], [-0.5, -0.1, -0.3], [0.3, 0.0, 0.5], [0.4, 0.0, 0.4], [-0.4, 0.1, -0.3], [0.2, 0.0, 0.1], [0.1, -0.1, 0.0], [0.1, -0.2, 0.1], [-0.3, 0.3, -0.3], [0.1, 0.0, 0.1], [-0.1, 0.0, -0.5], [-0.1, -0.1, 0.0], [0.2, 0.3, 0.4], [0.1, 0.0, 0.3], [0.0, 0.1, 0.0], [-0.2, -0.1, -0.1]], "mulliken_charge": [-0.96, -0.60, 0.32, 0.33, -0.59, 0.25, 0.36, -0.59, 0.27, 0.33, -0.64, 0.30, 0.32, -0.65, 0.30, 0.43, -0.67, 0.31, 0.28, -0.66, 0.33, 0.33, -0.65, 0.28, 0.30, -0.60, 0.29, 0.28]}

=====

(2)
{"formula": "C3H10NO2", "method": "the ωB97M-V functional and the def2-TZVPD basis", "gap_ev": 7.72, "relative_energy_kj_mol": 29.09, "charge": -1, "e_homo_ev": -3.33, "e_tot_ha": -325.54360, "lumo_energy_ev": 4.38, "spin_multiplicity": 1, "elements": ["C", "N", "C", "O", "C", "H", "H", "H", "H", "H", "H", "H", "H", "H", "H", "O"], "xyz": [[0.35338, 1.35897, 0.75710], [1.23891, 0.25603, 0.46079], [0.73607, -1.10612, 0.71767], [-0.58683, -1.33607, 0.46312], [-0.76667, 1.64485, -0.23796], [0.99310, 2.25409, 0.81017], [-0.04221, 1.25163, 1.76432], [1.60536, 0.34043, -0.48144], [1.38312, -1.75881, 0.08325], [0.96385, -1.32715, 1.77961], [-0.34258, 1.81622, -1.22319], [-1.37339, 0.74649, -0.35173], [-1.40963, 2.45036, 0.15161], [-1.08431, -2.91205, -1.83642], [-0.79090, -1.70351, -0.91206], [-0.87728, -1.97536, -1.94482]], "forces_ev_per_angstrom": [[0.5, 0.5, 0.0], [0.4, 0.1, -0.1], [-0.8, -0.5, -0.3], [0.3, 0.1, 0.1], [-0.4, -0.7, 0.4], [-0.1, 0.1, 0.0], [-0.2, -0.3, 0.1], [-0.3, -0.1, 0.0], [0.1, 0.1, 0.3], [0.1, 0.0, 0.0], [0.0, 0.6, -0.2], [0.0, 0.0, 0.2], [0.3, 0.1, -0.5], [0.0, 0.1, -0.3], [0.2, 0.3, -0.2], [-0.1, -0.4, 0.4]], "mulliken_charge": [-0.48, -0.38, -0.52, -0.84, -0.97, 0.29, 0.32, 0.26, 0.32, 0.26, 0.27, 0.26, 0.34, 0.26, 0.39, -0.78]}

=====

(3)
{"formula": "C20H8AsBBr4NO8S5Tc", "method": "the ωB97M-V functional and the def2-TZVPD basis", "gap_ev": [5.77, 6.13], "relative_energy_kj_mol": 155.88, "charge": -1, "e_homo_ev": [-5.63, -5.76], "e_tot_ha": -16052.23608, "lumo_energy_ev": [0.14, 0.37], "spin_multiplicity": 2, "elements": ["Tc", "Br", "C", "C", "Br", "C", "Br", "C", "O", "C", "O", "C", "Br", "S", "As", "S", "S", "S", "O", "C", "O", "C", "C", "C", "C", "C", "C", "N", "O", "O", "H", "H", "H", "H", "O", "B", "O", "C", "C", "C", "C", "C", "C", "H", "H", "H", "H", "S", "C"], "xyz": [[-0.05379, 0.22913, 0.27744], [2.24631, 5.99809, 3.43703], [1.62856, 4.24556, 3.11586], [1.34226, 3.39415, 4.18783], [1.55795, 3.99208, 5.96157], [0.89258, 2.09605, 3.95287], [0.47627, 0.89597, 5.34149], [0.71351, 1.64170, 2.64678], [0.30370, 0.45408, 2.30577], [0.98769, 2.51832, 1.57016], [0.75686, 1.98006, 0.38205], [1.45262, 3.79980, 1.80441], [1.79689, 4.90290, 0.31670], [0.80107, -3.50610, -3.03474], [2.30838, -2.55239, -2.01277], [2.08427, -2.54910, 0.25398], [0.16095, -2.07782, 0.63511], [4.24856, -2.48976, -2.66352], [1.66174, -0.47195, -1.93682], [0.56905, -0.09927, -2.45972], [-0.39100, 0.28031, -1.72566], [0.38910, -0.06894, -3.92779], [1.45260, -0.37041, -4.77311], [1.25538, -0.39116, -6.14009], [-0.00240, -0.09938, -6.64402], [-1.06959, 0.21554, -5.81391], [-0.86868, 0.23018, -4.44903], [-0.20874, -0.10725, -8.09229], [-1.32546, 0.14093, -8.51062], [0.73901, -0.38606, -8.80278], [2.43155, -0.57671, -4.36272], [2.05573, -0.64067, -6.81997], [-2.03173, 0.43622, -6.25050], [-1.67595, 0.45910, -3.76804], [-3.05979, -1.77270, 1.24278], [-2.78102, -0.81117, 0.28738], [-3.33984, -1.13808, -0.93575], [-4.00902, -2.31599, -0.72334], [-4.77002, -3.05473, -1.60116], [-5.36405, -4.20765, -1.09663], [-5.19516, -4.59097, 0.22909], [-4.42389, -3.83922, 1.11063], [-3.83859, -2.70075, 0.60410], [-4.88796, -2.74710, -2.63125], [-5.97310, -4.81762, -1.75093], [-5.66732, -5.49604, 0.58818], [-4.28595, -4.12796, 2.14354], [-2.81863, 1.82298, 1.06210], [-2.00565, 0.51319, 0.60451]], "forces_ev_per_angstrom": [[-0.6, 0.4, 1.0], [0.0, 0.1, 0.0], [0.0, -0.1, 0.2], [0.0, 0.0, -0.2], [0.0, 0.0, 0.1], [0.0, 0.0, 0.0], [0.0, 0.0, 0.0], [0.1, 0.4, -0.3], [-0.3, -0.3, -0.4], [-0.1, 0.0, 0.9], [-0.1, -0.7, -0.5], [0.0, 0.0, -0.1], [0.0, -0.1, -0.1], [0.0, 0.3, 0.2], [-0.2, -0.2, 0.1], [0.7, 0.0, -0.6], [-0.5, 0.6, 0.2], [-0.1, 0.1, 0.3], [-0.1, -0.2, -0.2], [0.3, 0.0, 0.4], [-0.1, 0.1, -0.6], [-0.2, 0.0, -0.2], [-0.1, 0.1, 0.2], [0.0, 0.0, -0.3], [0.1, 0.1, 0.7], [0.0, 0.0, -0.3], [0.1, -0.1, 0.1], [-0.1, -0.2, -0.5], [0.1, 0.1, 0.1], [-0.1, 0.1, 0.1], [0.0, -0.1, 0.0], [0.0, 0.0, 0.0], [0.0, 0.0, 0.0], [0.0, 0.0, 0.0], [0.0, 0.0, 0.2], [-0.1, -0.1, 0.0], [0.0, 0.1, -0.2], [-0.1, -0.2, 0.3], [0.1, 0.2, -0.1], [-0.1, -0.1, 0.0], [0.0, 0.0, 0.0], [0.1, 0.1, 0.1], [-0.1, 0.0, -0.3], [0.0, 0.0, 0.0], [0.0, 0.0, 0.0], [0.0, 0.0, 0.0], [0.0, 0.0, 0.0], [0.0, 0.0, 0.1], [1.1, -0.3, -0.2]], "lowdin_spin": [0.93, 0.00, 0.01, 0.00, 0.00, 0.01, 0.00, 0.00, 0.06, 0.00, 0.03, 0.00, 0.00, 0.00, 0.01, -0.01, -0.02, 0.00, 0.01, 0.01, 0.02, 0.00, 0.00, 0.00, 0.00, 0.00, 0.00, 0.00, 0.00, 0.00, 0.00, 0.00, 0.00, 0.00, 0.00, -0.01, 0.00, 0.00, 0.00, 0.00, 0.00, 0.00, 0.00, 0.00, 0.00, 0.00, 0.00, -0.03, -0.04]}

=====

(4)
{"formula": "C3H10INSSi", "method": "the ωB97M-V functional and the def2-TZVPD basis", "gap_ev": [5.71, 5.70], "relative_energy_kj_mol": 378.37, "charge": 0, "e_homo_ev": [-8.38, -8.38], "e_tot_ha": -1160.24096, "lumo_energy_ev": [-2.67, -2.68], "spin_multiplicity": 1, "elements": ["C", "C", "C", "N", "Si", "S", "I", "H", "H", "H", "H", "H", "H", "H", "H", "H", "H"], "xyz": [[0.64576, -0.95984, 0.18448], [-0.48432, -0.63423, -2.07072], [-0.48559, -0.28278, -0.54337], [-0.70680, 1.06977, -0.30645], [-0.34322, 2.19923, 0.94134], [-3.74863, 1.40694, -0.76997], [-3.84852, -0.43716, 0.60228], [0.46102, -1.98929, 0.03100], [1.56580, -0.58217, -0.16252], [0.69692, -0.69834, 1.34529], [-0.63774, 0.23078, -2.58142], [-1.27328, -1.26074, -2.08371], [0.37444, -1.11473, -2.39294], [-1.38507, -0.83542, -0.07626], [0.98092, 1.55422, 1.17189], [-0.48964, 3.32927, -0.09049], [-1.22406, 2.17612, 2.04829]], "forces_ev_per_angstrom": [[-0.4, 1.4, 3.6], [0.9, 0.6, 3.6], [-1.1, 1.1, -0.4], [-0.8, -1.4, -1.3], [0.1, 0.0, -2.7], [1.6, -0.1, 0.4], [-0.1, -0.3, 0.0], [0.6, -1.2, 0.0], [1.3, 0.0, -0.8], [-0.5, -0.8, -2.3], [-0.6, 2.3, -1.6], [-2.7, -2.2, -1.2], [1.8, -1.0, -0.5], [0.0, 0.4, -0.1], [0.2, 0.8, 0.4], [0.5, 0.2, 1.6], [-0.6, 0.2, 1.2]], "mulliken_charge": [-1.66, -1.53, 1.36, -0.10, 0.17, -0.29, 0.17, 0.43, 0.45, 0.34, 0.46, 0.39, 0.41, -0.42, -0.08, -0.03, -0.08]}

=====

Question: Number 1 is which compound?
Answer: ClH18O9